{"formula": "C38H38CuFN6O6", "method": "ωB97M-V with the def2-TZVPD basis set", "lumo_ev": [-3.4, -3.4], "total_energy_ha": -3991.0281, "s2": 0.752, "homo_ev": [-10.06, -10.02], "orbital_gap_ev": [6.706, 6.669], "charge": 1, "multiplicity": 2, "symbols": ["Cu", "O", "C", "N", "C", "O", "C", "C", "C", "C", "C", "N", "C", "C", "C", "C", "C", "N", "H", "H", "H", "H", "H", "H", "H", "H", "C", "C", "N", "C", "C", "C", "O", "O", "C", "O", "C", "C", "C", "F", "C", "C", "C", "N", "C", "C", "N", "C", "C", "H", "H", "H", "H", "H", "H", "H", "H", "H", "H", "H", "H", "H", "H", "H", "H", "H", "H", "C", "C", "C", "C", "C", "C", "C", "O", "C", "C", "C", "H", "H", "H", "H", "H", "H", "H", "H", "H", "H", "H", "H"], "coordinates": [[-0.0259, 0.0474, -0.2209], [-0.5716, -2.5665, -3.1792], [-0.1167, -1.7807, -2.3773], [-0.3556, -1.6919, -1.0315], [-1.0128, -2.6763, -0.3479], [-1.3857, -3.7556, -0.7603], [-1.2261, -2.3383, 1.1126], [-2.1099, -3.1061, 1.8594], [-2.2858, -2.8032, 3.1983], [-1.5389, -1.7715, 3.7514], [-0.6694, -1.0719, 2.9306], [-0.5309, -1.3300, 1.6354], [0.8699, -0.7265, -2.8303], [1.3329, -0.7156, -4.1370], [2.2971, 0.2146, -4.4850], [2.7818, 1.0797, -3.5138], [2.2523, 1.0076, -2.2368], [1.3068, 0.1344, -1.9114], [-2.6289, -3.9189, 1.3713], [-2.9884, -3.3612, 3.8032], [-1.6309, -1.5155, 4.7984], [-0.0557, -0.2661, 3.3231], [0.9312, -1.4373, -4.8337], [2.6667, 0.2678, -5.5008], [3.5515, 1.8031, -3.7435], [2.5908, 1.6736, -1.4517], [3.8261, 5.3352, 4.0403], [4.4197, 4.6910, 2.7912], [3.7190, 3.4642, 2.4116], [2.6609, 3.5593, 1.5649], [1.9156, 2.5265, 1.1018], [0.7192, 2.9002, 0.2151], [0.6427, 4.0778, -0.1122], [-0.1149, 1.9818, -0.0727], [2.2769, 1.1853, 1.4770], [1.7921, 0.1380, 1.0401], [3.3649, 1.1054, 2.4776], [3.7188, -0.1516, 2.9598], [4.7388, -0.2946, 3.8584], [5.0657, -1.5572, 4.2268], [5.4373, 0.8153, 4.3644], [5.0638, 2.0660, 3.8915], [4.0613, 2.2348, 2.9282], [6.4533, 0.7419, 5.3565], [7.6731, 1.5126, 5.1599], [8.0826, 2.1107, 6.5168], [7.5445, 1.2033, 7.5801], [7.7528, -0.2204, 7.1741], [6.7498, -0.5166, 6.0475], [4.3634, 6.2540, 4.2751], [3.8806, 4.6617, 4.8968], [2.7788, 5.5826, 3.8686], [5.4747, 4.4569, 2.9296], [4.3493, 5.3796, 1.9516], [2.3975, 4.5548, 1.2262], [3.1809, -1.0119, 2.5819], [5.5479, 2.9367, 4.3135], [7.5201, 2.3092, 4.4399], [8.4763, 0.8778, 4.7653], [7.6607, 3.1009, 6.6770], [9.1647, 2.1664, 6.6194], [6.5331, 1.3519, 7.6193], [7.9421, 1.4150, 8.4933], [7.5985, -0.8835, 8.0213], [8.7854, -0.3215, 6.8469], [5.8306, -0.9094, 6.4760], [7.1697, -1.2839, 5.3933], [-8.6435, 1.3512, -0.0461], [-7.1568, 1.2175, 0.1102], [-6.4545, 0.2363, -0.5743], [-5.0753, 0.1077, -0.4758], [-4.4142, -0.9846, -1.2657], [-4.3724, 1.0183, 0.3527], [-2.9241, 0.9803, 0.4782], [-2.1948, 0.1459, -0.0362], [-5.0794, 2.0145, 1.0634], [-4.3767, 2.9943, 1.9690], [-6.4511, 2.0931, 0.9324], [-9.0545, 0.5095, -0.5996], [-8.8768, 2.2687, -0.5902], [-9.1343, 1.4128, 0.9257], [-7.0007, -0.4531, -1.2075], [-5.1582, -1.5378, -1.8365], [-3.8822, -1.6845, -0.6224], [-3.6723, -0.5777, -1.9529], [-2.4645, 1.7792, 1.0767], [-3.6156, 3.5629, 1.4332], [-3.8886, 2.4854, 2.8025], [-5.0930, 3.7011, 2.3832], [-6.9927, 2.8579, 1.4782]], "forces_ev_per_a": [[0.160, -0.063, -0.288], [0.096, 0.067, 0.005], [-0.170, -0.171, 0.076], [0.039, -0.048, 0.122], [0.004, -0.041, -0.237], [-0.046, 0.098, 0.056], [-0.033, -0.122, 0.206], [0.011, -0.042, 0.009], [0.049, 0.057, -0.072], [-0.010, -0.037, 0.024], [0.020, 0.089, 0.076], [-0.172, -0.028, -0.107], [0.200, -0.014, -0.219], [0.005, 0.012, 0.053], [-0.043, -0.006, 0.010], [0.011, -0.033, -0.002], [0.019, 0.142, -0.055], [-0.284, -0.070, 0.037], [-0.006, 0.013, -0.004], [0.018, -0.018, 0.004], [0.018, 0.025, -0.014], [-0.058, 0.024, -0.016], [-0.016, 0.011, -0.003], [0.034, -0.027, 0.016], [-0.019, 0.019, 0.019], [-0.057, 0.029, -0.018], [0.075, -0.080, -0.135], [-0.123, 0.071, 0.231], [-0.026, 0.213, -0.106], [0.081, 0.039, 0.020], [-0.341, -0.186, -0.112], [0.329, 0.242, 0.144], [-0.119, -0.093, -0.023], [-0.012, -0.083, 0.211], [0.188, -0.043, 0.079], [0.212, 0.260, 0.200], [0.010, -0.109, -0.026], [0.016, 0.153, -0.012], [0.004, -0.033, -0.073], [0.170, 0.128, 0.212], [-0.181, -0.099, -0.058], [0.084, 0.161, 0.085], [-0.059, -0.377, 0.013], [0.102, -0.073, 0.098], [0.034, -0.090, -0.012], [0.089, 0.169, -0.364], [-0.034, -0.058, 0.074], [-0.047, -0.302, -0.169], [-0.146, 0.102, -0.112], [-0.020, -0.002, 0.041], [-0.009, 0.019, 0.022], [0.000, 0.018, 0.035], [0.019, 0.038, -0.087], [0.030, -0.042, -0.042], [0.012, 0.001, 0.004], [0.061, -0.050, 0.009], [-0.042, -0.021, -0.014], [0.005, 0.001, 0.017], [0.006, 0.021, -0.005], [-0.059, -0.030, 0.048], [-0.009, -0.043, 0.109], [-0.008, 0.072, 0.069], [0.046, -0.005, 0.016], [-0.038, 0.101, 0.074], [0.026, 0.101, 0.039], [-0.064, -0.038, -0.050], [0.044, -0.018, 0.002], [0.073, 0.043, 0.005], [0.069, -0.001, 0.023], [-0.025, 0.040, 0.049], [0.080, 0.095, 0.126], [0.091, 0.029, 0.002], [-0.372, -0.208, -0.174], [0.134, 0.154, 0.057], [-0.213, -0.005, -0.132], [0.185, -0.050, -0.021], [0.019, 0.023, -0.001], [-0.118, 0.002, -0.013], [-0.054, 0.011, 0.013], [-0.046, -0.021, -0.002], [-0.021, -0.016, -0.012], [0.027, -0.006, -0.015], [-0.001, 0.026, 0.000], [0.028, -0.007, 0.018], [0.026, -0.041, -0.013], [0.044, -0.039, -0.075], [-0.015, 0.035, 0.036], [0.008, 0.031, 0.001], [-0.008, -0.004, 0.000], [0.012, 0.004, -0.003]]}


{"formula": "C38H38N4O", "method": "ωB97M-V with the def2-TZVPD basis set", "lumo_ev": -2.5, "total_energy_ha": -1764.9716, "homo_ev": -4.73, "orbital_gap_ev": 2.225, "symbols": ["C", "C", "C", "C", "C", "N", "C", "C", "N", "C", "C", "C", "C", "C", "C", "C", "C", "H", "H", "H", "H", "H", "H", "H", "H", "H", "H", "H", "C", "N", "C", "O", "C", "C", "C", "C", "C", "C", "C", "C", "N", "C", "C", "C", "C", "C", "C", "C", "C", "C", "C", "C", "C", "C", "H", "H", "H", "H", "H", "H", "H", "H", "H", "H", "H", "H", "H", "H", "H", "H", "H", "H", "H", "H", "H", "H", "H", "H", "H", "H", "H"], "coordinates": [[3.5410, 0.7089, 3.5618], [2.7459, 1.8564, 3.4534], [1.4012, 1.7511, 3.0935], [0.8405, 0.4911, 2.7870], [-0.5449, 0.2989, 2.3410], [-0.9836, -0.9464, 2.3251], [-2.0659, -1.4974, 1.8649], [-2.4682, -2.7837, 2.2823], [-2.9046, -3.8316, 2.5799], [-1.3981, 1.4208, 1.9186], [-0.8563, 2.5066, 1.1997], [-1.6835, 3.5249, 0.7236], [-3.0640, 3.4731, 0.9492], [-3.6139, 2.3971, 1.6599], [-2.7877, 1.3849, 2.1487], [1.6266, -0.6605, 2.9685], [2.9721, -0.5541, 3.3265], [4.5940, 0.7923, 3.8354], [3.1776, 2.8412, 3.6429], [0.7799, 2.6433, 3.0455], [-2.6994, -1.0330, 1.0897], [0.2197, 2.5454, 1.0230], [-1.2404, 4.3665, 0.1882], [-3.7105, 4.2716, 0.5823], [-4.6895, 2.3391, 1.8402], [-3.2210, 0.5602, 2.7194], [1.1550, -1.6330, 2.8172], [3.5676, -1.4637, 3.4190], [-3.9756, 1.8615, 12.9930], [-4.3112, 1.7888, 11.5886], [-4.9841, 2.7886, 10.9506], [-5.4126, 3.8148, 11.4744], [-5.1226, 2.3844, 9.4790], [-4.4570, 3.3569, 8.5014], [-5.0272, 4.7555, 8.5875], [-4.2307, 5.8175, 9.0269], [-4.7935, 7.0833, 9.2077], [-6.1424, 7.3004, 8.8968], [-6.9243, 6.2445, 8.4124], [-6.3628, 4.9746, 8.2450], [-4.5212, 1.0452, 9.4676], [-4.4702, 0.3067, 8.3423], [-3.8663, -0.9417, 8.2570], [-3.8444, -1.7204, 7.1065], [-3.2804, -3.0297, 7.0418], [-3.2976, -3.7486, 5.8147], [-2.7324, -5.0050, 5.7043], [-2.1559, -5.6288, 6.8230], [-1.5776, -7.0027, 6.7218], [-2.1389, -4.9440, 8.0438], [-2.6856, -3.6750, 8.1656], [-3.9575, 0.6394, 10.7632], [-2.4293, 0.4873, 10.7375], [-4.6038, -0.6261, 11.3423], [-4.2731, 2.8359, 13.3834], [-4.4910, 1.0756, 13.5584], [-2.8966, 1.7310, 13.1320], [-6.2033, 2.3221, 9.2417], [-3.3784, 3.3816, 8.7177], [-4.5895, 2.9528, 7.4844], [-3.1804, 5.6213, 9.2654], [-4.1755, 7.8924, 9.6019], [-6.5803, 8.2931, 9.0229], [-7.9774, 6.3958, 8.1709], [-6.9563, 4.1321, 7.8754], [-4.9541, 0.7436, 7.4621], [-3.3758, -1.3346, 9.1466], [-4.2966, -1.3241, 6.1940], [-3.7556, -3.2773, 4.9454], [-2.7310, -5.5105, 4.7366], [-1.1587, -7.3019, 7.6858], [-2.3393, -7.7360, 6.4350], [-0.7842, -7.0478, 5.9687], [-1.6831, -5.4274, 8.9099], [-2.6574, -3.1721, 9.1328], [-1.9629, 1.4316, 10.4231], [-2.0857, 0.2302, 11.7482], [-2.1143, -0.3013, 10.0519], [-5.6842, -0.4708, 11.4645], [-4.4475, -1.4895, 10.6936], [-4.1527, -0.8351, 12.3210]], "forces_ev_per_a": [[-0.092, -0.093, -0.074], [-0.052, -0.339, 0.003], [0.251, -0.355, -0.057], [-0.158, 0.004, 0.448], [-0.579, -0.639, -0.295], [1.394, 0.365, 1.427], [-1.343, 0.125, -0.972], [-0.238, -1.178, -0.170], [0.480, 1.084, -0.012], [0.076, 0.195, -0.619], [-0.514, 0.124, 0.034], [-0.096, -0.150, 0.261], [0.018, -0.087, 0.055], [0.358, 0.059, 0.034], [0.003, 0.432, -0.074], [0.797, 0.103, 0.053], [-0.425, 0.360, 0.063], [-0.272, 0.001, -0.101], [-0.114, -0.277, 0.016], [0.229, -0.200, 0.044], [-0.023, -0.078, 0.543], [-0.419, -0.045, -0.100], [-0.190, -0.223, 0.081], [0.173, -0.225, 0.055], [0.287, 0.107, -0.073], [0.201, 0.263, -0.277], [0.240, 0.360, -0.076], [-0.077, 0.281, 0.038], [0.139, -0.271, 0.232], [-0.240, 0.431, -0.237], [-0.455, 0.937, 0.643], [0.630, -1.410, -0.833], [-0.683, 0.142, 0.321], [0.374, 0.066, -0.139], [0.027, 0.082, -0.130], [-0.355, -0.121, 0.162], [-0.112, -0.148, -0.171], [0.159, -0.252, -0.021], [0.174, -0.148, -0.040], [0.111, 0.319, 0.271], [-0.053, -0.586, -1.522], [0.001, 0.466, 0.883], [0.249, -0.481, -0.156], [-0.118, 0.238, 0.363], [0.338, -0.789, 0.007], [-0.104, 0.506, 0.172], [0.033, -0.164, 0.112], [-0.276, 0.387, -0.398], [0.158, -0.209, 0.103], [-0.162, 0.440, 0.273], [-0.021, -0.008, -0.289], [0.411, -0.046, 0.746], [0.074, 0.206, -0.156], [-0.295, 0.077, -0.069], [-0.013, -0.126, -0.206], [0.042, 0.199, -0.050], [-0.175, 0.111, 0.032], [0.448, -0.039, 0.172], [-0.222, -0.032, -0.138], [0.121, 0.152, 0.244], [-0.370, 0.187, -0.026], [-0.228, -0.193, -0.195], [0.132, -0.351, 0.000], [0.318, 0.051, 0.047], [0.055, 0.389, 0.100], [0.166, -0.111, 0.327], [-0.286, 0.130, -0.558], [0.099, -0.106, 0.156], [0.201, -0.225, 0.029], [-0.058, 0.248, 0.230], [-0.008, -0.073, -0.158], [0.073, 0.139, 0.018], [-0.116, 0.046, 0.072], [-0.151, 0.184, -0.195], [0.062, -0.212, -0.232], [-0.094, -0.269, 0.099], [-0.020, 0.069, -0.341], [0.092, 0.173, 0.211], [0.259, -0.071, 0.003], [-0.073, 0.082, 0.256], [-0.173, 0.007, -0.281]]}